Record 1
Here is a 7-piece molecular cluster, C4H23NO7 overall at a distorted geometry from the Open Molecules 2025 dataset. Energies are from ωB97M-V/def2-TZVPD.

```
35
Properties=species:S:1:pos:R:3:mulliken_charge:R:1
C 1.12 -2.58 2.10 -0.953
N 0.29 -1.48 2.27 -0.363
C -0.08 -0.54 1.09 0.325
C 0.97 -0.34 0.04 -0.227
C -0.21 0.78 1.91 -0.760
O -1.02 1.65 1.22 -0.571
H 2.15 -2.31 2.02 0.276
H 0.91 -3.25 1.29 0.321
H 0.92 -3.15 3.16 0.295
H -0.60 -1.63 2.60 0.258
H -0.96 -0.83 0.64 0.463
H 0.75 -1.19 -0.64 0.252
H 1.96 -0.69 0.31 0.354
H 0.72 0.64 -0.54 -0.597
H -0.54 0.69 3.02 0.437
H 0.84 1.45 2.20 0.191
H -1.45 2.26 1.96 0.351
O -3.11 1.40 -2.19 -0.689
H -2.52 1.65 -1.44 0.310
H -3.72 0.85 -1.81 0.314
O -0.19 2.51 -0.93 -0.596
H -1.07 2.94 -1.14 0.281
H -0.33 1.91 -0.26 0.297
O 2.94 2.21 0.15 -0.609
H 2.01 2.34 0.23 0.333
H 3.44 3.05 0.04 0.294
O -1.65 -0.71 -2.62 -0.739
H -0.74 -0.25 -2.59 0.320
H -2.17 0.20 -2.84 0.443
O 0.80 1.40 -3.15 -0.624
H 0.73 1.93 -2.40 0.324
H 1.56 0.86 -3.01 0.305
O -0.77 -4.22 -0.23 -0.643
H -0.63 -3.61 -0.99 0.351
H -0.36 -3.94 0.53 0.276
```

Orbital gap   9.1 eV
Lowest unoccupied orbital energy   -0.10 eV
ΔE to the lowest compared entry with this formula, charge and spin   484.24 kJ/mol
Highest occupied orbital energy   -9.1684 eV
Net charge   0

Record 2
Here is an isolated ion of composition C4H11N2O and charge -2 at a distorted geometry from the Open Molecules 2025 dataset. Energies are from ωB97M-V/def2-TZVPD.

```
18
Properties=species:S:1:pos:R:3:mulliken_charge:R:1
C -0.13 0.89 -0.18 -1.022
C 0.90 0.96 0.97 -0.609
C 1.82 -0.33 1.23 -0.351
O 2.91 -0.10 1.96 -0.900
N -0.60 -0.47 -0.49 0.212
C -1.47 -0.56 -1.65 -1.852
N -2.91 -0.19 -1.54 -2.818
H -0.98 1.54 0.09 0.308
H 0.38 1.29 -1.06 0.307
H 1.64 1.74 0.74 0.296
H 0.45 1.24 1.93 0.293
H 1.08 -1.04 1.69 0.074
H 2.00 -0.65 0.18 0.155
H -1.04 -0.76 0.38 0.315
H -1.08 0.14 -2.39 0.330
H -1.43 -1.57 -2.03 1.111
H -3.34 -0.76 -0.81 1.061
H -2.95 0.76 -1.15 1.090
```

Spin multiplicity   2
Orbital gap (spin up / spin down)   3.2 / 6.6 eV
Lowest unoccupied orbital energy (spin up / spin down)   7.10 / 7.03 eV
ΔE to the lowest compared entry with this formula, charge and spin   55.28 kJ/mol
Highest occupied orbital energy (spin up / spin down)   3.9019 / 0.4019 eV
Net charge   -2

Record 3
Here is a single C3H3NOS molecule at a distorted geometry from the Open Molecules 2025 dataset. Energies are from ωB97M-V/def2-TZVPD.

```
9
Properties=species:S:1:pos:R:3:mulliken_charge:R:1
S 2.28 -0.02 -1.25 -0.362
C 0.85 -0.03 -0.42 0.146
C -0.03 1.02 -0.11 -0.494
C -1.02 0.44 0.51 -0.171
O -0.84 -0.83 0.74 -0.235
N 0.38 -1.12 0.33 -0.034
H -0.03 1.94 -0.46 0.496
H -2.07 0.73 0.61 0.369
H 0.46 -2.13 0.06 0.285
```

Orbital gap   8.6 eV
Lowest unoccupied orbital energy   0.32 eV
ΔE to the lowest compared entry with this formula, charge and spin   215.95 kJ/mol
Highest occupied orbital energy   -8.2558 eV
Net charge   0

Record 4
Here is a 2-piece molecular cluster, C4H11N3 overall at a distorted geometry from the Open Molecules 2025 dataset. Energies are from ωB97M-V/def2-TZVPD.

```
18
Properties=species:S:1:pos:R:3:mulliken_charge:R:1
C 1.90 0.47 1.47 -0.229
N 0.77 0.99 1.33 -0.292
C -0.44 0.27 0.74 0.409
C -0.85 -0.87 1.31 -0.624
C -1.40 1.30 0.23 -1.352
H 2.08 -0.56 1.12 0.226
H 2.74 1.08 1.80 0.286
H -0.17 -1.62 1.68 0.280
H -1.90 -1.12 1.41 0.270
H -1.53 2.10 0.96 0.350
H -2.38 0.88 0.01 0.343
H -0.98 1.76 -0.66 0.316
N 0.68 -1.06 -1.38 -0.358
N 0.15 -0.10 -2.28 -0.449
H 0.50 -2.03 -1.66 0.188
H 0.83 -1.10 -0.38 0.203
H -0.78 -0.37 -2.61 0.190
H 0.77 -0.02 -3.08 0.243
```

Orbital gap   9.4 eV
Lowest unoccupied orbital energy   0.98 eV
ΔE to the lowest compared entry with this formula, charge and spin   464.78 kJ/mol
Highest occupied orbital energy   -8.4014 eV
Net charge   0

Record 5
Here is an isolated ion of composition H4NOP2 and charge -1 at a distorted geometry from the Open Molecules 2025 dataset. Energies are from ωB97M-V/def2-TZVPD.

```
8
Properties=species:S:1:pos:R:3:mulliken_charge:R:1
O -2.25 -0.57 -0.14 -0.583
P -1.29 0.47 0.06 0.210
N 0.03 -0.37 -0.03 -0.246
P 1.68 -0.04 0.02 -0.282
H -1.13 1.43 -0.91 -0.028
H -1.49 1.23 1.27 -0.009
H 2.10 -1.22 0.81 -0.027
H 2.33 -0.93 -1.09 -0.035
```

Orbital gap   8.0 eV
Lowest unoccupied orbital energy   4.66 eV
ΔE to the lowest compared entry with this formula, charge and spin   95.33 kJ/mol
Highest occupied orbital energy   -3.3087 eV
Net charge   -1

Record 6
Here is a single C3H10N2S2 molecule at a distorted geometry from the Open Molecules 2025 dataset. Energies are from ωB97M-V/def2-TZVPD.

```
17
Properties=species:S:1:pos:R:3:mulliken_charge:R:1
N 2.54 -0.64 0.34 -0.648
C 1.11 -1.11 0.24 -0.736
C 0.03 -0.14 -0.26 0.311
N -0.25 -0.19 -1.70 -0.602
C -1.30 -0.30 0.56 -0.855
S -1.90 1.30 1.26 -0.090
S -2.26 2.46 -0.42 -0.207
H 2.68 -0.74 1.34 0.265
H 2.51 0.38 0.30 0.254
H 0.81 -1.41 1.25 0.327
H 1.10 -2.08 -0.27 0.326
H 0.29 0.88 0.05 0.161
H 0.01 0.71 -2.09 0.267
H -1.23 -0.37 -1.85 0.280
H -1.13 -0.86 1.49 0.299
H -1.86 -1.08 0.02 0.488
H -1.15 3.17 -0.26 0.157
```

Orbital gap   9.2 eV
Lowest unoccupied orbital energy   0.37 eV
ΔE to the lowest compared entry with this formula, charge and spin   108.34 kJ/mol
Highest occupied orbital energy   -8.8808 eV
Net charge   0

Record 7
Here is a 7-piece molecular cluster, C33H54F4N2O17 overall at a distorted geometry from the Open Molecules 2025 dataset. Energies are from ωB97M-V/def2-TZVPD.

```
110
Properties=species:S:1:pos:R:3:mulliken_charge:R:1
C -2.05 -2.53 5.43 -1.950
C -1.86 -1.02 5.50 1.595
C -1.03 -0.69 6.74 -1.847
C -1.09 -0.60 4.23 -0.999
C -1.10 0.91 4.01 -0.436
C -2.51 1.45 4.02 -1.329
C -3.32 1.08 5.29 1.842
C -2.79 1.94 6.46 -2.064
C -4.80 1.40 5.04 -1.710
N -3.17 -0.36 5.44 0.704
O -4.02 -0.88 6.47 -0.563
H -1.10 -3.01 5.19 0.450
H -2.47 -2.94 6.35 0.425
H -2.74 -2.80 4.63 0.257
H -0.11 -1.28 6.81 0.438
H -0.85 0.37 6.89 0.296
H -1.60 -1.00 7.64 0.368
H -0.05 -0.92 4.39 0.517
H -1.44 -1.14 3.35 0.198
H -0.40 1.37 4.71 0.574
H -0.64 1.13 3.04 -0.070
H -3.09 1.20 3.13 0.229
H -2.48 2.55 4.09 0.442
H -2.99 1.48 7.44 0.340
H -3.30 2.90 6.44 0.542
H -1.72 2.12 6.38 0.391
H -4.90 2.04 4.16 0.341
H -5.28 1.93 5.86 0.460
H -5.36 0.48 4.90 0.219
H -4.55 -1.53 6.01 0.336
C 2.86 -1.17 -4.60 -1.653
C 1.38 -0.87 -4.39 2.195
C 0.78 -1.77 -3.31 -1.158
C 1.27 0.59 -3.95 0.474
C -0.16 1.17 -4.09 -0.068
C -0.66 0.91 -5.51 -1.795
C -0.66 -0.54 -5.94 1.904
C -1.74 -1.32 -5.19 -1.681
C -0.86 -0.59 -7.45 -2.023
N 0.72 -1.02 -5.71 0.085
O 0.73 -2.43 -6.04 -0.496
H 3.05 -2.20 -4.89 0.478
H 3.31 -0.48 -5.31 0.433
H 3.36 -1.06 -3.63 -0.059
H -0.22 -1.42 -3.05 0.141
H 0.70 -2.80 -3.66 0.372
H 1.43 -1.82 -2.43 -0.044
H 1.47 0.61 -2.88 -1.611
H 1.92 1.25 -4.53 0.777
H -0.75 0.76 -3.28 -0.086
H -0.09 2.25 -4.01 0.146
H 0.02 1.48 -6.16 0.384
H -1.65 1.37 -5.62 0.562
H -2.70 -1.26 -5.71 0.417
H -1.94 -0.89 -4.20 0.268
H -1.45 -2.35 -5.01 0.302
H -0.95 -1.60 -7.86 0.394
H -0.01 -0.08 -7.92 0.456
H -1.71 0.02 -7.76 0.412
H 1.40 -2.47 -6.73 0.360
O 5.96 -6.46 0.12 -0.495
C 5.30 -5.50 -0.07 0.511
O 4.67 -5.20 -1.23 -0.386
C 3.76 -4.12 -1.01 -0.014
C 4.22 -3.53 0.32 0.667
F 3.17 -3.41 1.18 -0.294
O 5.08 -4.52 0.85 -0.388
H 3.85 -3.39 -1.81 -0.005
H 2.76 -4.54 -0.96 0.201
H 4.73 -2.57 0.25 0.198
O 6.90 3.36 -1.51 -0.518
C 6.03 2.60 -1.28 0.585
O 5.06 2.22 -2.12 -0.498
C 4.35 1.09 -1.51 0.692
C 4.61 1.36 -0.05 0.623
F 4.70 0.20 0.66 -0.275
O 5.85 2.00 -0.05 -0.397
H 3.34 1.15 -1.90 -0.813
H 4.80 0.16 -1.85 0.380
H 3.81 1.92 0.43 0.219
O -0.18 3.94 -2.09 -0.467
C 0.89 4.35 -1.80 0.373
O 1.22 5.66 -1.76 -0.404
C 2.61 5.82 -1.46 -0.448
C 3.07 4.39 -1.16 0.529
F 3.30 4.21 0.18 -0.372
O 2.01 3.59 -1.57 -0.068
H 3.10 6.13 -2.38 0.297
H 2.71 6.46 -0.59 0.332
H 3.95 4.09 -1.73 0.213
O -4.46 0.12 -0.57 -0.484
C -4.77 -0.40 0.45 0.539
O -3.95 -0.55 1.52 -0.134
C -4.56 -1.55 2.34 0.248
C -6.03 -1.30 2.08 0.178
F -6.52 -0.40 2.98 -0.253
O -6.04 -0.79 0.77 -0.358
H -4.31 -2.54 1.94 0.310
H -4.33 -1.49 3.40 -0.374
H -6.66 -2.19 2.11 0.349
O 2.35 -0.90 -0.12 -0.304
C 1.35 -0.30 0.05 0.199
O 1.14 0.95 -0.47 0.159
C -0.23 1.29 -0.33 0.056
C -0.87 0.05 0.30 0.526
O 0.27 -0.73 0.71 -0.330
H -0.41 2.28 0.09 0.466
H -0.64 1.37 -1.34 -0.011
H -1.46 -0.54 -0.40 0.199
H -1.52 0.26 1.16 -0.842
```

Orbital gap   9.1 eV
Lowest unoccupied orbital energy   0.20 eV
Highest occupied orbital energy   -8.8606 eV
Net charge   0

Record 8
Here is C27H44F9FeO23P as an isolated structure at a distorted geometry from the Open Molecules 2025 dataset. Energies are from ωB97M-V/def2-TZVPD.

```
105
Properties=species:S:1:pos:R:3:mulliken_charge:R:1
Fe -18.64 -8.42 -1.06 2.092
P -22.03 -10.40 -2.08 1.560
F -22.63 -9.57 -0.79 -0.223
F -22.83 -9.45 -3.11 -0.503
F -20.79 -9.35 -2.00 -0.337
F -21.32 -11.14 -3.34 -0.522
F -21.14 -11.41 -1.11 -0.474
F -23.17 -11.52 -2.06 -0.449
C -16.17 -8.40 2.16 -1.129
C -17.07 -8.51 0.91 0.725
O -17.92 -9.41 0.91 -0.650
O -16.97 -7.71 -0.09 -0.893
H -15.63 -9.41 2.26 0.265
H -16.80 -8.21 3.03 0.303
H -15.42 -7.58 2.13 0.314
C -20.36 -9.61 -5.42 0.670
C -20.90 -10.73 -6.27 0.762
O -19.78 -10.89 -7.22 -0.465
C -19.04 -9.78 -7.25 0.626
O -18.14 -9.58 -8.03 -0.604
O -19.50 -8.92 -6.39 -0.278
F -22.10 -10.39 -6.94 -0.391
H -19.83 -9.89 -4.51 -0.863
H -21.17 -8.99 -5.08 0.332
H -21.09 -11.61 -5.71 0.058
C -25.87 -10.79 -1.67 -0.055
C -26.18 -12.24 -1.92 1.104
O -27.57 -12.32 -2.16 -0.498
C -28.12 -11.16 -1.76 0.556
O -29.28 -10.94 -1.58 -0.546
O -27.16 -10.23 -1.50 -0.425
F -26.00 -12.88 -0.65 -0.387
H -25.33 -10.31 -2.45 0.082
H -25.24 -10.68 -0.83 0.257
H -25.58 -12.79 -2.63 -0.073
C -22.12 -14.70 -3.23 0.548
C -22.17 -15.07 -1.75 0.385
O -20.85 -15.40 -1.38 -0.375
C -20.03 -15.38 -2.51 0.683
O -18.87 -15.66 -2.52 -0.511
O -20.77 -15.05 -3.61 -0.379
F -22.94 -16.18 -1.37 -0.363
H -22.35 -13.60 -3.46 -0.250
H -22.78 -15.28 -3.89 0.144
H -22.52 -14.33 -1.03 0.200
C -18.13 -5.52 -7.00 -1.197
C -17.35 -5.90 -5.75 -0.206
O -18.22 -6.47 -4.79 -0.195
C -17.72 -7.20 -3.80 0.521
O -18.55 -7.69 -3.04 -0.145
O -16.44 -7.48 -3.93 -0.405
C -15.67 -7.93 -2.81 -0.746
H -17.44 -5.08 -7.73 0.397
H -18.92 -4.80 -6.94 0.352
H -18.54 -6.44 -7.50 0.190
H -16.90 -5.01 -5.32 0.313
H -16.72 -6.67 -6.06 0.313
H -15.80 -9.02 -2.69 0.138
H -16.02 -7.46 -1.98 0.392
H -14.66 -7.68 -3.10 0.339
C -27.62 -10.82 -5.74 -1.395
C -27.06 -12.10 -5.07 0.364
O -27.23 -13.27 -5.82 -0.333
C -26.43 -14.30 -5.46 0.738
O -25.71 -14.42 -4.54 -0.509
O -26.57 -15.25 -6.46 -0.349
C -25.80 -16.46 -6.20 -0.557
H -27.03 -10.56 -6.60 0.380
H -27.67 -9.94 -5.11 0.350
H -28.60 -11.21 -6.13 0.324
H -27.67 -12.19 -4.18 0.148
H -26.05 -11.94 -4.72 0.119
H -24.73 -16.27 -6.46 0.248
H -26.28 -17.27 -6.83 0.219
H -25.84 -16.83 -5.13 0.273
C -22.70 -6.36 -1.57 -0.414
C -22.39 -5.84 -0.23 -0.508
O -22.15 -6.93 0.71 -0.406
C -21.07 -7.60 0.56 0.977
O -20.16 -7.25 -0.23 -0.968
O -21.00 -8.76 1.19 -0.120
C -22.03 -9.15 2.20 -0.845
H -22.17 -5.85 -2.41 0.263
H -23.78 -6.37 -1.83 0.265
H -22.31 -7.37 -1.60 -0.100
H -23.04 -5.09 0.18 0.468
H -21.53 -5.19 -0.33 0.250
H -22.97 -8.67 1.83 0.339
H -21.73 -8.70 3.12 0.286
H -22.09 -10.20 2.28 0.270
C -17.90 -12.91 -5.76 -1.478
C -18.26 -12.87 -4.27 0.431
O -18.03 -11.49 -3.77 -0.096
C -17.97 -11.26 -2.48 0.300
O -17.89 -10.11 -2.02 -0.018
O -18.06 -12.32 -1.74 -0.333
C -18.34 -12.36 -0.35 -0.690
H -18.71 -12.68 -6.48 0.225
H -17.51 -13.86 -6.06 0.452
H -17.11 -12.18 -5.87 0.333
H -17.65 -13.61 -3.74 0.617
H -19.32 -13.14 -4.18 -0.383
H -19.07 -11.75 0.08 0.226
H -17.40 -12.23 0.20 0.315
H -18.68 -13.43 -0.22 0.236
```

Spin multiplicity   5
Orbital gap (spin up / spin down)   10.1 / 9.5 eV
Lowest unoccupied orbital energy (spin up / spin down)   0.28 / 0.28 eV
Highest occupied orbital energy (spin up / spin down)   -9.8576 / -9.2309 eV
Net charge   0

Record 9
Here is a single C4H5NO molecule from the Open Molecules 2025 dataset. Energies are from ωB97M-V/def2-TZVPD.

```
11
Properties=species:S:1:pos:R:3:mulliken_charge:R:1
O -1.21 -0.53 -0.60 -0.398
C -1.20 0.22 0.57 -0.205
N -0.21 1.11 0.70 -0.036
C 0.88 1.30 -0.04 -0.583
C -0.30 -1.47 -0.70 -0.077
C 0.55 -2.30 -0.87 -0.170
H -2.17 0.41 1.01 0.278
H -0.28 1.67 1.54 0.239
H 0.99 0.76 -0.96 0.280
H 1.68 1.90 0.38 0.248
H 1.27 -3.07 -1.05 0.423
```

Orbital gap   7.9 eV
Lowest unoccupied orbital energy   0.81 eV
ΔE to the lowest compared entry with this formula, charge and spin   499.44 kJ/mol
Highest occupied orbital energy   -7.1358 eV
Net charge   0

Record 10
Here is a 4-piece molecular cluster, C2H8O2 overall at a distorted geometry from the Open Molecules 2025 dataset. Energies are from ωB97M-V/def2-TZVPD.

```
12
Properties=species:S:1:pos:R:3:mulliken_charge:R:1
C -0.10 -1.45 -0.01 -0.569
C -1.36 -1.56 0.47 -0.554
H 0.20 -0.92 -0.88 0.313
H 0.73 -1.81 0.63 0.192
H -2.28 -1.62 -0.10 0.256
H -1.33 -1.73 1.55 0.341
H 2.59 1.89 -0.70 0.227
H 1.02 1.60 -0.33 0.430
O 2.00 1.17 -0.48 -0.749
H -0.53 0.15 1.11 0.002
H -0.50 2.43 -1.03 0.142
O -0.44 1.85 -0.24 -1.031
```

Spin multiplicity   2
Orbital gap (spin up / spin down)   6.9 / 7.6 eV
Lowest unoccupied orbital energy (spin up / spin down)   4.56 / 4.25 eV
ΔE to the lowest compared entry with this formula, charge and spin   271.88 kJ/mol
Highest occupied orbital energy (spin up / spin down)   -2.3377 / -3.3559 eV
Net charge   -1

Record 11
Here is a 6-piece molecular cluster, C8H28O6 overall at a distorted geometry from the Open Molecules 2025 dataset. Energies are from ωB97M-V/def2-TZVPD.

```
42
Properties=species:S:1:pos:R:3:mulliken_charge:R:1
C 10.31 7.42 7.26 -0.759
C 9.86 5.96 7.20 0.249
C 8.54 5.84 8.04 -1.220
O 9.58 5.59 5.85 -0.576
H 9.53 8.03 6.84 -0.273
H 11.19 7.52 6.62 0.350
H 10.44 7.74 8.28 0.415
H 10.67 5.33 7.62 0.266
H 8.83 5.98 9.10 0.319
H 8.21 4.82 7.98 0.463
H 7.86 6.58 7.70 0.336
H 8.96 4.85 5.93 0.359
C 10.42 11.03 6.04 -0.520
O 10.18 10.65 7.36 -0.427
H 9.93 10.35 5.33 0.044
H 9.98 12.03 5.75 0.296
H 11.44 11.00 5.79 0.339
H 10.34 11.35 8.00 0.268
C 7.73 8.23 4.59 -0.723
O 7.33 8.96 5.77 -0.451
H 8.29 8.88 3.95 0.319
H 8.48 7.52 4.86 0.223
H 6.92 7.83 4.04 0.338
H 6.71 9.67 5.56 0.169
C 4.88 12.16 6.67 -0.399
O 5.14 11.69 5.36 -0.502
H 5.44 11.64 7.46 0.085
H 5.07 13.23 6.85 0.243
H 3.81 11.94 6.93 0.275
H 4.32 11.57 4.85 0.312
C 5.83 6.18 10.33 -0.475
O 5.29 6.35 8.98 -0.561
H 6.15 7.16 10.73 0.176
H 5.02 5.77 10.95 0.284
H 6.63 5.43 10.28 0.162
H 5.65 7.21 8.67 0.482
C 7.60 9.13 9.13 -0.247
O 6.47 8.81 8.32 -0.581
H 7.23 9.77 9.95 0.280
H 8.04 8.22 9.52 0.144
H 8.37 9.60 8.51 0.012
H 6.66 8.90 7.40 0.508
```

Orbital gap   10.0 eV
Lowest unoccupied orbital energy   0.57 eV
ΔE to the lowest compared entry with this formula, charge and spin   171.03 kJ/mol
Highest occupied orbital energy   -9.4195 eV
Net charge   0